Entry 1:
Molecular formula: C3H10O3
Method: DFT, ωB97M-V/def2-TZVPD

## Properties
- Kohn-Sham gap: 10.50 eV
- Multiplicity: 1
- Energy relative to the best compared isomer or geometry (same formula, charge and spin): 31.0 kcal/mol

Last column: natural (NBO) charge in e.
CARTESIAN COORDINATES (ANGSTROEM)
C  -2.2718  -0.9218  -0.6722  -0.257
O  -1.9663  0.3224  -0.0142  -0.539
C  -0.8518  0.2474  0.8201  -0.094
C  0.4613  0.4988  0.1475  -0.085
O  0.4231  1.5496  -0.7984  -0.730
H  -1.3981  -1.2475  -1.2440  0.174
H  -2.5674  -1.6663  0.0812  0.164
H  -3.1431  -0.8020  -1.3124  0.197
H  -1.0948  1.0649  1.5693  0.172
H  -0.9319  -0.6636  1.3421  0.174
H  0.7342  -0.4434  -0.4343  0.190
H  1.2158  0.7320  0.9432  0.158
H  0.0180  2.3815  -0.5321  0.475
O  3.7512  -0.6565  -0.2663  -0.924
H  3.8789  0.2820  -0.3624  0.465
H  3.7426  -0.6774  0.7330  0.461


Entry 2:
Molecular formula: C33H32F7NO11S
Method: DFT, ωB97M-V/def2-TZVPD

## Properties
- Kohn-Sham gap: 6.84 eV
- Multiplicity: 1

Last column: Mulliken charge in e.
CARTESIAN COORDINATES (ANGSTROEM)
C  4.9642  0.4425  5.5925  -0.739
C  4.8154  2.0643  5.3971  0.641
O  4.3251  2.7810  6.4461  -0.505
O  5.1373  2.8330  4.1799  -0.242
C  3.8977  2.9920  3.3498  0.449
O  3.3999  4.2327  3.2870  -0.527
C  3.3064  1.6642  2.5918  -0.034
C  3.2338  1.7718  0.9558  0.019
C  4.5896  1.7161  -0.0202  0.158
C  6.0257  1.5551  0.8028  -0.767
C  6.2366  0.0134  1.4082  0.586
O  7.1214  -0.1340  2.4320  -0.502
F  5.4683  -1.1476  0.8991  -0.236
C  4.4979  1.7770  -1.6891  0.444
S  6.1292  1.6644  -2.6021  1.150
O  7.0663  2.8852  -2.3288  -0.542
O  6.8529  0.3633  -2.0770  -0.530
F  6.0029  1.4764  -4.3016  -0.236
C  3.0018  1.9127  -2.4213  0.307
C  2.8751  1.9251  -4.0583  -0.572
C  3.0551  0.3321  -4.5352  -0.254
O  3.0381  0.1578  -5.9958  -0.503
C  1.6517  1.9995  -1.4831  -0.064
C  1.7589  1.9374  0.1849  -0.021
C  0.3417  2.0035  1.0708  -0.272
O  0.1840  2.7258  2.1829  -0.521
C  -0.9115  1.1138  0.4110  0.505
C  -1.9405  0.2045  1.3350  -0.063
C  -1.6794  0.2170  2.9563  -1.172
C  -3.1319  -0.6788  0.5736  0.972
C  -4.1032  -1.5859  1.5390  -0.760
C  -5.0206  -0.7282  2.5959  -0.892
C  -6.1067  0.2877  1.9060  0.262
C  -6.9051  -0.3233  0.6100  -0.815
C  -5.4559  1.7760  1.5332  -0.924
C  -3.2456  -0.6221  -1.0934  0.540
C  -4.3752  -1.4862  -1.9123  -0.640
C  -3.9391  -3.0908  -1.7412  -0.350
C  -2.6820  -3.5259  -2.7004  -0.561
C  -1.8647  -4.8689  -2.1322  0.630
F  -1.0740  -5.3607  -3.3157  -0.291
F  -2.8075  -5.9761  -1.7758  -0.293
C  -0.7780  -4.5127  -0.9535  0.590
F  0.6274  -4.4654  -1.4960  -0.242
F  -1.0268  -3.2313  -0.2466  -0.173
F  -0.7622  -5.5877  0.1070  -0.263
C  -2.2161  0.3175  -2.0170  -0.508
O  -2.3252  0.4162  -3.4887  -0.311
N  -1.5098  -0.4550  -4.1082  0.309
O  -2.0767  -0.7103  -5.1840  -0.423
C  -1.0206  1.1780  -1.2568  0.603
C  0.0977  2.1143  -2.0755  -0.110
O  -0.2740  2.9049  -3.0853  -0.538
H  4.1329  -0.1916  5.0443  0.201
H  6.0162  0.0115  5.2721  0.277
H  4.8730  0.2222  6.7592  0.300
H  2.2527  1.4252  3.0995  0.158
H  4.0052  0.7544  2.9221  0.028
H  6.0730  2.2602  1.7633  0.240
H  6.9675  1.8171  0.1595  0.494
H  3.7189  2.6206  -4.4810  0.328
H  1.8570  2.3235  -4.4751  0.319
H  4.0184  -0.1699  -4.0531  0.180
H  2.1309  -0.2520  -4.0609  0.252
H  2.0668  -0.0733  -6.2089  0.358
H  -2.2621  1.1546  3.4091  0.279
H  -0.5615  0.3529  3.2770  0.229
H  -2.1513  -0.7277  3.5114  0.298
H  -3.3709  -2.2524  2.2060  0.384
H  -4.7880  -2.3501  0.9667  0.277
H  -5.6544  -1.5304  3.2125  0.375
H  -4.4163  -0.1176  3.3906  0.215
H  -6.9405  0.5190  2.7285  0.470
H  -6.4710  0.2362  -0.3475  0.109
H  -6.7203  -1.4871  0.4333  0.182
H  -8.0858  -0.2074  0.6674  0.261
H  -5.9995  2.1773  0.5525  0.300
H  -5.7270  2.5410  2.3952  0.288
H  -4.2981  1.7414  1.3482  0.103
H  -5.4832  -1.2806  -1.5950  0.167
H  -4.2980  -1.2468  -3.0602  0.325
H  -3.5902  -3.2805  -0.6214  0.089
H  -4.8408  -3.8059  -1.9567  0.321
H  -3.0426  -3.7840  -3.7990  0.402
H  -1.8802  -2.6649  -2.7125  0.021


Entry 3:
Molecular formula: C5H4
Method: DFT, ωB97M-V/def2-TZVPD

## Properties
- Kohn-Sham gap: 9.55 eV
- Multiplicity: 1
- Energy relative to the best compared isomer or geometry (same formula, charge and spin): 13.1 kcal/mol

Last column: natural (NBO) charge in e.
CARTESIAN COORDINATES (ANGSTROEM)
C  0.8963  1.6951  -1.5495  -0.473
C  0.0447  0.8955  -0.9650  0.059
C  -0.6007  0.0627  -0.2413  -0.099
C  -0.7892  -0.8267  0.6565  0.074
C  -0.7452  -1.7175  1.6104  -0.471
H  1.0801  2.6730  -1.1198  0.226
H  1.4680  1.3785  -2.4162  0.227
H  0.2377  -1.8798  2.0463  0.228
H  -1.5917  -2.2809  1.9787  0.228


Entry 4:
Molecular formula: C6H9N4
Method: DFT, ωB97M-V/def2-TZVPD

## Properties
- Kohn-Sham gap (alpha / beta): 6.55 / 8.00 eV
- Net charge: +1
- Multiplicity: 1
- Energy relative to the best compared isomer or geometry (same formula, charge and spin): 141.3 kcal/mol

Last column: natural (NBO) charge in e.
CARTESIAN COORDINATES (ANGSTROEM)
C  -2.1676  -1.0918  -0.1605  0.147
C  0.6833  -1.9726  0.8762  0.338
C  -2.2108  1.1079  0.2097  0.238
C  -0.6316  -1.0085  -0.5672  -0.209
C  -0.3607  -0.1540  0.6172  0.497
C  1.7097  1.6246  -0.0665  -0.520
N  -2.8561  -0.0280  -0.0418  -0.386
N  0.5193  -0.7968  1.3615  -0.473
N  0.2343  -2.1324  -0.4088  -0.532
N  -0.9631  1.0469  0.8341  -0.545
H  -2.6474  -2.0472  -0.0725  0.225
H  1.4013  -2.5434  1.3935  0.243
H  -2.7680  1.9907  0.3643  0.225
H  -0.6321  -0.2710  -1.4762  0.281
H  1.8818  0.9026  -0.7794  0.176
H  1.9639  1.8496  0.9311  0.194
H  1.6093  2.5247  -0.6421  0.172
H  0.1489  -3.0961  -0.7671  0.455
H  -0.6371  1.6397  1.6473  0.474


What is the multiplicity in the first record? 1